Density functional theory data (ωB97M-V with the def2-TZVPD basis set) for a molecular structure, C18H31N6O6PdSSeSi.

## Properties
ΔE to the lowest compared entry with this formula, charge and spin = 3.4 kcal per mole
Gap between HOMO and LUMO = 7.6 eV
LUMO = 2.69 eV
Charge = -1

Element x y z (Å)
Pd (-0.108, 0.505, 0.053)
C (3.951, -2.996, -2.372)
Si (2.933, -3.713, -0.975)
C (1.295, -4.391, -1.588)
C (3.921, -5.089, -0.157)
C (2.593, -2.409, 0.330)
C (2.970, -2.521, 1.660)
C (2.528, -1.623, 2.634)
C (1.668, -0.616, 2.250)
N (1.349, -0.467, 0.970)
C (1.783, -1.306, 0.016)
S (1.078, -0.814, -1.489)
H (4.152, -3.752, -3.136)
H (4.908, -2.619, -2.004)
H (3.419, -2.166, -2.840)
H (1.286, -5.484, -1.557)
H (1.092, -4.073, -2.611)
H (0.481, -4.017, -0.963)
H (4.095, -5.895, -0.874)
H (3.385, -5.515, 0.695)
H (4.895, -4.738, 0.192)
H (3.602, -3.349, 1.965)
H (2.814, -1.729, 3.671)
H (1.214, 0.084, 2.940)
C (-2.893, -3.743, 2.569)
N (-3.161, -2.772, 1.524)
C (-4.437, -2.412, 1.240)
C (-4.720, -1.509, 0.287)
C (-3.595, -0.907, -0.370)
N (-2.359, -1.267, -0.123)
C (-2.076, -2.232, 0.792)
O (-0.951, -2.658, 1.015)
N (-3.796, 0.076, -1.283)
H (-3.470, -3.496, 3.460)
H (-1.832, -3.703, 2.792)
H (-3.145, -4.755, 2.242)
H (-5.205, -2.887, 1.839)
H (-5.732, -1.197, 0.084)
H (-4.657, 0.583, -1.148)
H (-2.993, 0.703, -1.351)
O (-3.696, 1.572, 1.158)
Se (-2.231, 2.201, 0.897)
O (-1.034, 1.338, 1.707)
O (-1.713, 1.879, -0.677)
O (-2.133, 3.774, 1.252)
C (1.099, 3.871, 1.578)
N (0.702, 4.558, 0.367)
C (0.112, 5.861, 0.554)
C (0.864, 3.934, -0.837)
O (1.579, 2.950, -0.971)
N (0.202, 4.504, -1.922)
C (0.545, 3.902, -3.198)
C (-1.215, 4.840, -1.811)
H (0.233, 3.745, 2.232)
H (1.876, 4.441, 2.101)
H (1.491, 2.894, 1.315)
H (0.727, 6.424, 1.263)
H (-0.903, 5.787, 0.957)
H (0.094, 6.406, -0.387)
H (1.621, 3.777, -3.277)
H (0.195, 4.562, -3.996)
H (0.078, 2.918, -3.317)
H (-1.555, 4.775, -0.781)
H (-1.805, 4.115, -2.377)
H (-1.410, 5.843, -2.205)

Atom charges from the Mulliken analysis, given in e for atoms 1 to 8: number 1, Pd, carries 0.69; number 2, C, carries -1.04; number 3, Si, carries 0.35; number 4, C, carries -0.80; number 5, C, carries -1.18; number 6, C, carries 0.15; number 7, C, carries -0.01; number 8, C, carries -1.10


Density functional theory data (ωB97M-V with the def2-TZVPD basis set) for 2 unconnected molecules or ions with the total composition C18H26N2O9.

## Properties
Structure (SMILES) = O=C(O)C(=O)[C@@H](O)[C@H](O)[C@H](O)CO.CNC(=O)[C@H](Cc1ccccc1)NC(C)=O
Gap between HOMO and LUMO = 8.7 eV
LUMO = -0.65 eV

Element x y z (Å)
O (1.649, -3.354, 1.501)
C (2.862, -3.452, 1.663)
O (3.415, -3.610, 2.901)
C (3.758, -3.422, 0.462)
O (4.914, -3.854, 0.512)
C (3.270, -2.907, -0.912)
O (2.221, -3.724, -1.496)
C (2.773, -1.450, -0.835)
O (2.272, -1.124, -2.135)
C (3.886, -0.474, -0.409)
O (4.241, -0.677, 0.961)
C (3.438, 0.985, -0.519)
O (4.363, 1.818, 0.206)
H (2.683, -3.569, 3.534)
H (4.131, -2.924, -1.589)
H (2.513, -4.649, -1.605)
H (1.950, -1.373, -0.117)
H (1.738, -1.887, -2.433)
H (4.767, -0.619, -1.043)
H (4.683, 0.147, 1.260)
H (3.398, 1.284, -1.572)
H (2.434, 1.096, -0.100)
H (4.047, 2.740, 0.216)
C (-1.999, -1.373, 0.673)
N (-0.805, -0.588, 0.983)
C (-0.721, 0.729, 1.205)
O (0.379, 1.233, 1.399)
C (-1.978, 1.627, 1.185)
C (-2.070, 2.412, -0.135)
C (-2.262, 1.546, -1.363)
C (-1.153, 0.954, -1.998)
C (-1.340, 0.137, -3.127)
C (-2.634, -0.083, -3.630)
C (-3.743, 0.511, -3.001)
C (-3.557, 1.323, -1.869)
N (-1.935, 2.585, 2.297)
C (-2.958, 3.115, 2.964)
C (-4.379, 2.706, 2.625)
O (-2.762, 3.923, 3.857)
H (-2.717, -1.312, 1.492)
H (-2.461, -1.015, -0.249)
H (-1.718, -2.419, 0.534)
H (0.074, -1.085, 1.033)
H (-2.859, 0.997, 1.279)
H (-2.902, 3.114, -0.076)
H (-1.162, 3.004, -0.263)
H (-0.153, 1.125, -1.622)
H (-0.485, -0.312, -3.613)
H (-2.776, -0.703, -4.504)
H (-4.738, 0.344, -3.391)
H (-4.413, 1.779, -1.390)
H (-1.017, 2.884, 2.596)
H (-4.497, 1.637, 2.786)
H (-5.062, 3.245, 3.281)
H (-4.599, 2.961, 1.591)

Atom charges from the Mulliken analysis, given in e for atoms 1 to 8: number 1, O, carries -0.56; number 2, C, carries 0.51; number 3, O, carries -0.43; number 4, C, carries 0.38; number 5, O, carries -0.56; number 6, C, carries 0.25; number 7, O, carries -0.61; number 8, C, carries 0.64


Density functional theory data (ωB97M-V with the def2-TZVPD basis set) for C5H6BrNO in the gas phase.

## Properties
ΔE to the lowest compared entry with this formula, charge and spin = 32.5 kcal per mole
Structure (SMILES) = O[C@]1(Br)C=CCN=C1
Gap between HOMO and LUMO = 9.4 eV
LUMO = -0.26 eV

Element x y z (Å)
O (0.028, 0.672, -2.321)
C (-0.147, 0.335, -1.029)
Br (-2.343, 0.370, -0.800)
C (0.508, 1.061, 0.161)
C (0.351, 0.571, 1.345)
C (-0.159, -0.892, 1.441)
N (0.178, -1.676, 0.244)
C (0.208, -1.108, -0.903)
H (-0.009, 1.683, -2.474)
H (0.978, 2.034, 0.020)
H (0.791, 0.999, 2.263)
H (0.412, -1.386, 2.223)
H (-1.291, -1.083, 1.638)
H (0.495, -1.581, -1.808)

Atom charges from the Mulliken analysis, given in e for atoms 1 to 8: number 1, O, carries -0.53; number 2, C, carries 0.29; number 3, Br, carries -0.26; number 4, C, carries -0.40; number 5, C, carries -0.23; number 6, C, carries -0.55; number 7, N, carries -0.57; number 8, C, carries 0.09


no.,highest occupied orbital energy (hartree)
1,-0.182
2,-0.342
3,-0.355